Density functional theory data (wB97M-V/def2-TZVPD) for C4H8O2 in the gas phase.

Each line ends with the Mulliken charge.
Positions of all 14 atoms, in Å:
C -0.082 -1.147 -0.941  -1.446
C 0.191 -0.311 0.288  0.933
O 0.598 -1.078 1.391  -0.547
C 0.775 1.081 0.189  -0.723
C -0.637 0.873 0.672  -0.283
O -1.723 1.350 -0.057  -0.537
H 0.850 -1.579 -1.324  0.358
H -0.534 -0.585 -1.766  0.378
H -0.748 -1.974 -0.674  0.306
H 1.517 -1.333 1.239  0.379
H 1.531 1.363 0.915  0.275
H 0.891 1.519 -0.800  0.251
H -0.815 0.972 1.740  0.347
H -1.814 0.848 -0.871  0.309

Energy above the lowest of the compared OMol25 structures with the same formula, charge and spin, kcal per mole: 43.38
Frontier orbital gap, eV: 10.348